Here is a cluster of 7 separate species, C63H140N7 in total in a non-equilibrium geometry from OMol25. Energies are from ωB97M-V with the def2-TZVPD basis set.

## Properties
Total charge ... +7
HOMO-LUMO gap ... 9.1 eV
HOMO energy ... -21.8940 eV
E ... -77958.354 eV
Relative energy (zero: lowest compared OMol25 entry of this formula, charge and spin) ... 1.5809 eV

The geometry in XYZ format:
```
210
Properties=species:S:1:pos:R:3:forces:R:3
N 4.485 2.314 -1.213 -0.02 0.89 -0.47
N -5.024 -1.236 3.926 -0.49 -0.51 -0.42
N 0.557 -3.414 1.632 -0.41 -1.22 -0.41
N -2.982 -5.651 7.243 0.09 0.99 -0.72
N 1.523 3.445 4.078 0.82 0.63 1.31
N -0.523 7.675 -3.475 1.21 -0.17 0.78
N 3.663 -0.851 -9.613 0.25 0.98 0.30
C 0.297 3.145 3.250 -0.03 0.29 0.79
C 1.255 -3.050 -7.570 -0.13 0.04 -0.58
C -0.789 -1.650 -2.980 -0.39 -0.66 0.56
C 1.346 -4.790 3.518 -0.76 -0.18 -0.65
C 0.394 -1.971 -2.035 -0.43 -0.30 -0.22
C -0.731 -6.294 6.715 -0.78 -0.79 0.28
C 3.663 4.618 4.273 -0.53 -0.47 -0.27
C 1.738 -3.679 2.561 0.07 0.57 0.07
C 4.523 4.680 -0.675 1.23 -0.74 0.80
C 5.220 0.991 -1.179 -0.07 -0.69 -0.53
C 2.168 -2.680 -8.777 -0.23 0.61 1.24
C -2.688 -4.261 7.786 -0.51 -1.23 -0.02
C 2.814 3.834 3.289 -0.92 -1.13 0.55
C 5.172 3.334 -0.302 -0.19 -0.83 -0.16
C -0.535 -2.637 2.316 1.20 -0.29 0.14
C -0.584 5.118 -3.384 -0.01 0.44 -0.62
C 2.622 5.446 5.014 1.61 0.43 1.25
C 4.707 -0.100 -2.145 -2.19 0.66 -0.04
C -4.381 -5.664 6.669 -0.79 0.24 1.24
C 5.024 -0.779 -11.569 0.93 -0.36 0.01
C 1.303 4.740 4.945 -1.00 -0.17 -1.82
C 0.270 6.398 -3.288 -1.20 -1.05 0.29
C 5.337 -1.864 -3.909 0.02 0.16 -0.52
C -0.604 9.778 -2.145 0.72 1.22 -0.42
C 1.825 -2.872 -6.140 0.01 -0.34 -1.30
C -5.096 -1.424 2.406 1.04 -1.18 0.63
C 3.057 2.114 -0.779 1.06 0.25 0.60
C 1.792 2.311 5.061 -0.68 1.23 -0.22
C 0.418 1.847 2.466 -0.07 -0.26 -0.83
C -8.022 -4.995 7.860 0.53 0.14 0.45
C -4.020 -0.682 1.636 0.50 1.58 -0.09
C -1.999 9.202 -2.235 -0.25 -0.77 -0.65
C -2.650 -6.779 8.225 -0.05 -0.25 -0.97
C -7.291 -1.701 4.783 -1.49 -0.74 0.19
C -7.232 -0.252 4.338 0.39 0.62 0.01
C -6.843 -5.355 6.942 -0.89 -0.13 0.50
C 4.697 0.686 -11.272 -0.53 -0.23 0.18
C -1.764 7.745 -2.583 0.81 -1.01 0.28
C 0.326 -5.602 2.701 -1.03 -0.32 -0.47
C -4.014 -2.077 -0.392 -0.98 0.26 -0.75
C 3.974 -1.634 -10.882 -0.57 0.23 -0.62
C 5.749 -0.618 -3.129 -0.07 -0.96 1.01
C -2.038 -5.875 6.075 0.66 0.25 0.48
C 0.989 -2.715 0.352 0.26 -0.30 0.07
C -4.291 -0.652 0.107 0.07 -0.76 1.99
C 0.088 -4.867 1.370 1.00 0.66 0.38
C -0.513 2.554 -3.134 -0.15 1.07 -0.04
C -3.634 -1.289 4.475 -0.40 0.62 1.05
C -0.096 -2.589 -0.713 -0.85 1.35 0.24
C -1.230 -7.262 7.834 0.16 0.67 -0.10
C 4.335 4.546 -2.185 0.34 0.32 -0.51
C 4.769 -0.891 -8.556 -0.98 -0.44 -1.52
C 3.610 0.571 -10.178 -0.15 -0.19 -0.93
C -5.736 0.065 4.247 0.06 0.41 0.71
C 2.359 -1.171 -8.911 0.10 -0.41 -0.37
C -5.506 -5.320 7.658 0.51 -0.08 0.31
C 4.534 3.082 -2.538 0.16 -1.37 0.07
C 0.353 8.839 -2.914 -1.25 0.45 -0.55
C 0.288 3.878 -3.312 1.27 -1.53 -0.72
C -5.918 -2.273 4.658 1.67 -0.44 0.33
C -0.598 1.715 1.316 -0.48 1.31 -1.10
C -0.827 7.873 -4.950 -0.43 0.66 1.47
C -0.270 0.791 0.103 0.21 0.24 1.77
H 2.526 1.503 -1.500 0.10 -0.31 0.21
H -0.195 -5.450 7.144 0.23 -0.07 -0.15
H 2.590 6.440 4.571 -0.32 0.02 0.15
H 1.961 -2.768 3.118 0.30 0.13 -0.39
H -2.553 7.131 -3.011 -0.19 0.41 -0.21
H 0.908 -4.356 4.417 0.08 -0.22 0.12
H -2.735 -6.487 9.267 -0.23 0.31 -0.11
H 4.443 5.232 3.828 -0.12 -0.04 -0.24
H -7.641 -1.785 5.813 0.24 0.12 0.06
H -5.469 -2.418 5.646 0.05 0.42 0.01
H 3.812 2.631 -3.217 -0.15 0.19 0.06
H -8.282 -5.795 8.551 -0.11 -0.18 -0.26
H 2.364 -0.634 -7.962 0.23 -0.10 0.09
H -4.442 -4.884 5.909 0.43 -0.26 -0.37
H 0.709 -6.591 2.458 -0.05 -0.03 0.10
H -7.769 -0.048 3.413 0.15 -0.18 -0.11
H -2.381 -6.686 5.435 -0.46 0.10 0.10
H -4.876 -2.484 2.273 -0.65 -0.10 -0.12
H 4.140 -0.866 -1.601 0.94 -0.48 0.28
H -0.209 10.052 -1.167 -0.24 -0.63 0.25
H 6.268 1.094 -1.461 0.01 0.81 0.34
H 0.824 2.136 5.528 0.05 -0.44 -0.02
H 4.685 -1.875 -8.106 0.29 0.16 0.42
H -1.181 0.591 -0.455 0.04 -0.23 0.00
H -4.343 -2.101 -1.431 0.31 -0.51 -0.09
H -5.484 -5.987 8.524 -0.18 -0.26 -0.17
H -3.668 0.062 -0.429 0.09 0.10 0.21
H 5.718 -0.775 -9.070 0.10 0.10 0.24
H -4.555 -6.657 6.260 0.09 0.05 -0.22
H -4.546 -2.869 0.137 -0.38 0.25 -0.02
H -6.116 -1.168 2.133 0.04 -0.10 -0.24
H -1.270 -0.703 -2.727 0.36 0.25 -0.22
H 5.182 2.963 0.724 -0.58 0.25 0.09
H 3.645 1.320 -9.392 -0.08 -0.14 0.13
H 5.139 5.093 -2.677 -0.22 0.18 -0.11
H -0.606 10.753 -2.637 0.01 -0.08 -0.12
H 3.631 4.902 -0.093 -0.09 -0.06 -0.10
H 0.883 -1.012 -1.843 0.36 -0.18 0.20
H -1.379 5.103 -2.636 0.17 0.00 0.15
H 1.107 -2.651 -2.504 0.05 0.13 -0.14
H -3.732 -1.292 5.563 -0.16 0.61 -0.02
H -0.769 2.717 0.904 0.09 0.06 0.03
H 1.440 -1.781 0.696 -0.42 0.32 -0.20
H -7.653 0.436 5.070 -0.14 -0.13 0.03
H 2.653 0.573 -10.696 -0.14 0.40 0.24
H -5.529 0.866 3.539 0.32 -0.28 -0.20
H 1.848 -3.237 -0.077 -0.16 -0.51 0.24
H 6.580 -0.942 -2.493 0.37 0.38 -0.29
H -0.140 -6.843 5.985 0.33 0.20 0.12
H 2.186 1.449 4.538 0.12 -0.09 0.13
H -1.037 2.372 -4.071 -0.47 0.03 0.22
H 2.519 3.051 -0.646 0.28 0.19 -0.32
H 3.212 1.704 0.221 -0.73 -0.52 -0.13
H 6.226 3.259 -0.576 -0.03 0.42 -0.29
H -3.131 -0.380 4.158 0.32 -0.17 -0.03
H -6.886 -4.618 6.132 0.38 -0.20 -0.25
H -1.619 -2.353 -2.854 0.24 -0.32 -0.02
H 5.516 2.863 -2.958 0.07 0.19 0.06
H 3.018 5.544 6.026 -0.46 0.33 0.08
H -3.377 -4.050 8.597 0.19 -0.06 0.15
H -5.375 -4.329 8.106 0.07 0.09 -0.26
H -1.380 -2.449 1.664 0.14 -0.07 -0.19
H 4.286 1.146 -12.169 -0.20 0.13 0.18
H 5.300 5.392 -0.395 -0.37 0.48 -0.21
H -2.592 9.240 -1.326 -0.03 0.29 -0.05
H -0.705 -3.484 -0.860 0.67 -0.42 -0.25
H -1.578 7.143 -5.230 0.09 0.00 -0.25
H 0.717 9.338 -3.807 0.64 -0.07 0.23
H -1.085 5.123 -4.356 -0.12 -0.20 0.05
H 0.093 7.821 -5.521 -0.03 -0.03 -0.07
H 6.052 0.180 -3.806 0.23 0.00 0.09
H 1.042 6.350 -4.052 0.17 0.30 0.12
H -1.660 -4.277 8.128 0.02 0.43 -0.03
H -5.763 -3.254 4.206 -0.44 0.20 -0.53
H 0.866 3.781 -4.242 -0.38 0.17 -0.26
H 3.804 0.279 -2.655 0.46 0.40 -0.55
H 1.015 -4.101 -7.727 -0.14 -0.02 0.22
H -0.879 -1.885 -0.406 0.19 0.09 0.45
H 0.808 -5.267 0.659 -0.35 0.13 -0.43
H 6.008 -1.020 -11.163 0.05 -0.11 -0.23
H 2.425 2.707 5.850 0.38 -0.30 -0.18
H 2.439 -1.975 -6.040 -0.03 0.04 0.08
H -1.195 2.749 -2.304 -0.38 -0.39 -0.18
H 0.146 -0.097 0.577 -0.16 -0.46 -0.55
H 1.429 1.816 2.047 0.01 -0.17 -0.04
H -2.913 -3.597 6.955 0.37 0.31 0.12
H -1.287 -8.283 7.466 0.12 -0.03 0.07
H -3.032 -2.191 4.364 -0.46 -0.16 -1.15
H 4.930 -2.676 -3.306 -0.18 0.25 0.23
H 0.002 1.615 -2.926 0.61 0.33 0.06
H -7.044 -6.354 6.548 0.18 0.09 -0.33
H -2.969 -2.380 -0.299 0.15 0.46 -0.22
H -3.965 0.338 2.039 0.02 0.07 -0.18
H 5.561 1.291 -11.007 0.06 -0.19 0.26
H 6.211 -2.305 -4.389 0.03 0.17 -0.09
H 0.969 -2.818 -5.470 0.22 -0.10 0.29
H -7.743 -4.168 8.520 -0.15 0.22 -0.21
H 2.542 -3.980 1.893 0.17 0.15 0.16
H 2.387 4.388 2.455 0.57 0.06 -0.27
H 1.155 3.915 -2.637 -0.54 0.41 0.76
H 1.518 -0.762 -9.473 0.23 0.09 -0.26
H -3.417 -7.501 7.954 0.17 -0.38 0.54
H 3.391 4.912 -2.583 -0.05 0.14 0.24
H 1.116 8.459 -2.246 0.20 -0.25 -0.39
H 2.432 -3.757 -5.954 0.09 0.17 0.50
H 5.155 0.684 -0.136 0.17 -0.10 0.01
H -0.027 -1.721 2.619 -0.48 0.23 0.14
H 1.734 -3.000 -9.721 0.05 -0.50 0.13
H 4.169 3.915 4.936 0.00 0.04 0.00
H 0.300 -2.523 -7.626 0.04 0.11 -0.27
H -2.523 9.686 -3.059 -0.31 0.07 0.25
H -0.646 -5.757 3.172 0.20 0.01 0.39
H -0.532 -7.205 8.664 -0.16 -0.30 0.15
H 0.475 1.177 -0.588 0.03 0.28 0.12
H -0.526 3.135 3.970 0.02 -0.31 0.04
H 0.066 4.044 2.674 0.41 -0.22 -0.49
H -5.315 -0.274 0.105 -0.16 -0.45 -1.06
H 4.633 -1.602 -4.702 -0.13 -0.18 0.07
H 0.687 6.344 -2.281 0.24 0.66 -0.09
H 4.196 -2.694 -10.781 0.41 0.17 0.70
H -8.024 -2.304 4.245 0.08 0.26 -0.32
H 0.744 4.495 5.843 0.31 -0.12 0.16
H 3.278 2.876 3.055 -0.01 0.19 -0.69
H 0.286 0.971 3.103 0.28 0.11 0.25
H -1.248 8.877 -4.954 -0.08 -0.05 -0.66
H 4.514 -0.051 -7.921 0.41 -0.18 0.43
H 3.130 -3.163 -8.602 0.00 -0.16 -0.25
H 2.169 -5.451 3.771 0.23 0.39 0.21
H 5.054 -0.974 -12.639 0.03 -0.15 0.05
H -3.021 -1.107 1.766 -0.12 -0.20 0.40
H -0.923 -4.812 0.983 0.00 -0.35 -0.03
H 0.663 5.349 4.304 -0.31 -0.08 0.24
H -8.882 -4.714 7.258 -0.15 -0.09 0.18
H -1.596 1.464 1.685 0.14 -0.29 0.26
H -0.518 -1.713 -4.030 0.09 0.36 0.00
H 3.067 -1.640 -11.494 -0.20 0.29 0.26
H -1.971 -4.932 5.531 -0.18 -0.11 -0.20
H -5.337 0.374 5.215 -0.16 0.03 0.04
H -0.852 -3.206 3.188 0.01 0.05 0.03
H -1.417 7.214 -1.691 -0.19 0.09 0.15
```
Positions in Å, forces in eV/Å.